# 1
18
Properties=species:S:1:pos:R:3:forces:R:3 method="wB97M-V/def2-TZVPD" total_charge=0 homo_energy_ev=-7.74 smiles="Cc1csc(N=C(N)N)n1"
C -1.24159 0.66289 -2.65805 -1.0 0.8 -0.4
C -0.99102 1.03233 -1.22687 1.0 -0.3 -0.5
C -1.31920 2.19513 -0.62550 -0.6 0.8 -0.2
S -0.76059 2.23261 0.96435 0.4 0.4 1.0
C 0.00701 0.73306 0.72754 0.4 -1.2 0.5
N 0.59372 0.16483 1.82458 0.7 -0.1 -0.6
C 1.11947 -1.02540 1.64828 -1.5 0.8 -0.7
N 1.16709 -1.71261 0.48110 0.1 1.1 -0.2
N 1.45917 -1.67395 2.77893 2.8 -2.7 1.7
N -0.13147 0.19138 -0.46757 -2.0 1.9 -0.6
H -1.61357 1.51606 -3.29488 0.0 -0.9 0.9
H -0.31900 0.41226 -3.08070 1.8 -0.3 -0.7
H -1.81113 -0.26132 -2.82789 -0.4 0.5 0.4
H -1.76611 3.14735 -0.91641 -0.2 -0.8 -0.7
H 0.61508 -1.36498 -0.33675 0.5 0.1 1.1
H 1.20319 -2.66697 0.64164 0.3 -2.1 0.0
H 1.62223 -1.07783 3.58955 -0.3 -0.1 -0.5
H 2.16674 -2.50484 2.77865 -1.9 2.3 -0.4

=====

# 2
203
Properties=species:S:1:pos:R:3:forces:R:3 method="wB97M-V/def2-TZVPD" total_charge=+5 homo_energy_ev=-19.02
C -1.36162 8.66004 -16.02290 0.6 -0.2 0.6
C 0.03266 8.52107 -15.30328 -0.7 2.5 -0.4
C 0.54924 10.03626 -15.07447 2.1 -2.2 0.1
N 2.07557 10.06628 -14.50969 -0.6 -1.9 1.7
C 3.05396 9.04038 -15.19299 -1.6 2.0 -0.6
C 2.69041 11.42301 -14.51727 0.2 0.4 0.0
C 3.88869 11.37660 -13.52494 -0.2 -1.3 -0.4
C 3.57268 10.16312 -12.54444 -1.3 -0.2 -0.8
C 2.14366 9.63792 -13.02691 1.0 0.9 -0.3
H -1.62389 7.70462 -16.47730 -0.2 0.0 0.1
H -1.40069 9.41136 -16.81163 0.5 0.0 -0.1
H -2.11176 8.98023 -15.29981 -0.1 -0.3 0.1
H 0.73767 8.00922 -15.95832 -0.1 0.0 0.1
H -0.10603 7.97790 -14.36849 0.2 0.1 0.0
H -0.00067 10.63663 -14.34973 -0.1 -0.2 -0.2
H 0.63332 10.48048 -16.06629 -0.1 0.3 0.2
H 3.01157 9.44531 -16.20409 0.6 -0.7 -0.3
H 2.62409 8.04049 -15.13351 0.3 0.3 0.1
H 4.03745 9.16258 -14.73920 -0.3 -0.3 -0.2
H 3.02980 11.55620 -15.54449 0.0 0.4 0.1
H 1.96378 12.19680 -14.26959 -0.3 -0.3 0.0
H 4.68447 11.17307 -14.24147 0.6 -0.4 0.8
H 4.21275 12.28164 -13.01115 -0.6 0.1 -0.1
H 4.33345 9.38255 -12.55077 0.0 0.1 -0.3
H 3.43168 10.37791 -11.48515 0.3 0.7 -0.1
H 1.98386 8.56120 -12.96991 0.1 0.1 0.0
H 1.36721 10.15941 -12.46721 0.0 -0.1 -0.2
C 0.69457 12.99694 -11.55727 -0.3 -0.9 -0.5
C 1.68728 14.09667 -11.86074 -1.1 2.3 0.7
C 1.10473 15.36434 -12.65962 1.4 -0.9 -0.2
N 2.15618 16.35431 -13.18646 1.3 1.2 0.2
C 3.05525 16.91186 -11.99762 -1.7 -1.0 -1.2
C 1.46499 17.59213 -13.84541 -1.9 -1.8 1.4
C 2.43477 18.19175 -14.76658 -1.1 2.8 -0.2
C 3.57195 17.29997 -14.93694 1.2 -3.0 -0.9
C 3.05954 15.93864 -14.38416 -0.3 0.2 2.1
H -0.23490 13.29963 -11.07502 -0.1 0.4 -0.4
H 1.11255 12.33110 -10.80225 0.3 -0.1 -0.1
H 0.45814 12.36753 -12.41519 -0.3 0.1 0.0
H 2.61395 13.73375 -12.30534 0.0 0.1 0.1
H 1.81061 14.48030 -10.84796 1.2 0.2 -0.1
H 0.47091 16.01472 -12.05682 -0.2 -0.5 0.2
H 0.55559 14.97267 -13.51585 -0.1 0.4 -0.2
H 3.64496 16.12152 -11.53319 -0.3 -0.1 -0.1
H 2.22478 17.24834 -11.37697 0.8 0.5 0.6
H 3.73572 17.67439 -12.37659 -0.5 0.1 0.1
H 1.08497 18.33932 -13.14871 0.3 -0.4 0.7
H 0.55275 17.16349 -14.26036 0.1 -0.1 -0.6
H 2.67280 19.11256 -14.23410 0.7 0.3 -0.7
H 1.93140 18.48793 -15.68690 0.2 0.0 -0.1
H 4.50383 17.66271 -14.50321 -0.1 -0.3 0.2
H 3.78958 17.02222 -15.96825 0.2 0.6 -0.2
H 3.80505 15.26166 -13.96701 0.1 0.0 -0.3
H 2.36565 15.38466 -15.01639 0.3 0.2 -0.5
C -5.01120 11.19153 -15.33577 0.4 0.6 0.3
C -4.85108 12.56495 -16.07108 0.9 -0.5 -1.2
C -5.87150 12.56799 -17.24740 -0.6 1.4 1.3
N -6.05440 13.88707 -18.02178 0.3 1.2 -1.2
C -4.86629 14.24035 -18.95360 -0.4 -1.2 0.4
C -6.27001 15.19956 -17.23494 0.0 -1.9 0.5
C -7.13062 16.04249 -18.12566 -2.4 2.6 0.8
C -7.66309 15.34724 -19.33417 0.5 -3.0 -0.6
C -7.46162 13.89790 -18.80023 0.7 -0.6 -0.3
H -4.59260 11.06477 -14.33737 -0.1 1.1 0.3
H -4.43945 10.37946 -15.78494 -0.6 0.0 -0.9
H -6.07901 11.00060 -15.22887 0.1 -0.5 -0.2
H -3.86616 12.71652 -16.51273 0.4 -0.6 0.0
H -4.88183 13.47015 -15.46464 -0.9 -0.2 0.4
H -6.81126 12.41338 -16.71725 -0.4 0.0 -0.5
H -5.74632 11.75621 -17.96395 0.2 0.2 0.0
H -4.52533 13.32204 -19.43169 -0.5 0.2 -0.6
H -3.97821 14.55128 -18.40338 -0.4 0.2 0.5
H -5.17998 15.04730 -19.61581 0.1 -0.4 -0.1
H -5.33793 15.63887 -16.87951 0.0 -0.2 -0.2
H -6.88722 14.84947 -16.40755 0.3 0.3 0.4
H -6.93198 17.10936 -18.22774 0.9 -0.2 -0.2
H -8.05692 16.11617 -17.55590 -0.1 0.3 0.3
H -7.21941 15.47414 -20.32166 0.5 0.2 0.3
H -8.73185 15.41455 -19.53746 0.0 0.5 0.4
H -7.55221 13.06191 -19.49379 0.6 0.2 -0.3
H -8.20369 13.65213 -18.04061 0.2 0.3 0.3
C -3.71645 12.04454 -7.51001 0.0 -0.3 1.5
C -4.79203 11.00990 -7.09752 0.3 0.6 -0.5
C -4.64148 9.77919 -7.97508 -1.3 0.2 -1.6
N -5.33937 8.53635 -7.50324 1.6 -0.8 1.9
C -6.85579 8.85233 -7.26009 1.8 -0.1 0.3
C -5.12760 7.37135 -8.45741 -1.7 -0.3 0.5
C -5.39807 6.07851 -7.58360 0.3 0.7 -0.3
C -5.25372 6.55702 -6.07097 -0.3 -0.2 -1.6
C -4.67356 7.95925 -6.19560 -0.6 -0.1 -0.2
H -2.81165 11.62020 -7.07483 0.7 0.1 -1.0
H -3.76079 12.97736 -6.94789 -0.6 0.0 0.1
H -3.73301 12.33292 -8.56104 0.4 -0.7 0.0
H -5.73777 11.54786 -7.16293 -0.4 -0.7 0.1
H -4.59676 10.64513 -6.08910 -0.2 0.6 0.3
H -3.59102 9.67817 -8.24790 0.2 -0.9 0.6
H -5.10562 9.84879 -8.95887 -0.1 0.9 -0.2
H -6.81625 9.64795 -6.51610 -0.4 -0.1 -0.1
H -7.31610 7.96251 -6.83062 -0.1 0.2 -0.4
H -7.28775 9.20056 -8.19831 0.0 -0.3 0.0
H -5.88052 7.54049 -9.22721 0.1 -0.3 -0.2
H -4.14162 7.43746 -8.91737 0.1 0.0 0.4
H -6.33360 5.56480 -7.80490 -0.5 0.8 0.2
H -4.74657 5.26842 -7.91133 0.8 0.3 0.5
H -6.23903 6.62963 -5.61053 0.2 -0.5 0.2
H -4.56509 5.87220 -5.57607 -0.4 0.2 0.4
H -4.82748 8.63102 -5.35112 -0.4 -0.1 -0.1
H -3.59400 7.82812 -6.26939 0.1 0.6 -0.9
C 3.81476 7.81555 -6.65997 0.2 0.3 -0.9
C 2.60171 6.90014 -6.96600 -0.4 0.8 1.6
C 1.20365 7.59165 -6.89022 0.2 -0.6 -1.7
N 0.71984 8.19040 -8.20423 0.9 0.7 -3.4
C 0.46603 7.05229 -9.18949 -0.7 0.4 1.1
C 1.68746 9.18968 -8.88227 0.4 -1.5 0.0
C 1.49829 10.45292 -8.16070 -0.8 2.0 -0.5
C -0.06243 10.50000 -7.89349 0.3 0.4 -0.5
C -0.52711 9.03725 -8.11213 0.2 -0.2 3.1
H 4.45822 7.29624 -5.94978 0.1 0.5 -0.1
H 3.66731 8.86688 -6.41283 -1.0 -0.2 1.3
H 4.38155 8.13163 -7.53573 0.4 -1.2 -0.6
H 2.49499 6.21984 -6.12107 0.2 0.0 0.3
H 2.85303 6.16567 -7.73118 -0.5 0.5 -0.6
H 1.17650 8.35691 -6.11450 0.0 -0.1 -0.1
H 0.38711 6.87403 -6.81045 0.3 -0.2 1.0
H 1.35025 6.41500 -9.17838 -0.3 0.0 -0.5
H 0.09827 7.44569 -10.13717 0.8 0.2 -0.2
H -0.43146 6.54615 -8.83393 0.3 -0.5 0.4
H 1.37626 9.31079 -9.91986 -0.6 -0.1 0.1
H 2.70575 8.81521 -8.98703 0.0 -0.3 0.7
H 1.85191 11.21759 -8.85232 -0.4 0.4 -0.1
H 2.13276 10.67102 -7.30164 -0.4 -0.7 0.4
H -0.74218 11.10758 -8.49088 0.9 0.1 -1.0
H -0.25655 11.04987 -6.97259 0.1 -1.2 0.8
H -1.26059 8.82628 -8.89033 0.6 0.3 -0.4
H -0.93339 8.66190 -7.17290 -0.7 0.1 0.0
C -1.71504 5.70450 -12.71454 -0.6 -0.6 -1.2
C -3.19883 5.96254 -12.51635 -1.0 0.5 0.0
C -4.13598 5.20714 -13.54461 -0.6 0.4 0.6
N -5.52521 5.91592 -13.81775 -2.2 0.8 1.7
C -6.32847 6.10452 -12.42051 1.3 -1.5 -1.0
C -5.43003 7.32272 -14.48331 0.5 -1.2 -0.3
C -6.63186 7.45379 -15.45326 0.1 -1.3 0.0
C -6.92078 6.01421 -15.93154 1.4 -1.2 0.6
C -6.54588 5.07891 -14.74658 0.7 1.0 0.5
H -1.03989 6.10458 -11.95810 -0.3 0.3 -0.1
H -1.53912 6.11453 -13.70904 0.8 0.0 0.0
H -1.53145 4.63171 -12.77379 0.1 -0.1 0.0
H -3.39645 7.02871 -12.62740 0.1 0.2 -0.2
H -3.42995 5.80600 -11.46270 -0.6 -0.6 -0.1
H -4.31771 4.18011 -13.22793 -0.6 0.2 0.5
H -3.67221 4.99350 -14.50761 0.1 0.9 -0.3
H -7.39574 6.30829 -12.50719 0.3 0.2 -0.7
H -5.88751 6.86398 -11.77484 0.3 -0.1 -0.3
H -6.20188 5.08326 -12.06119 -0.2 0.2 0.7
H -5.38987 8.14995 -13.77467 -0.2 -0.4 0.4
H -4.42394 7.18645 -14.87995 -0.2 0.8 -1.0
H -7.51079 7.82493 -14.92616 0.2 0.4 0.0
H -6.41010 8.04506 -16.34170 0.0 0.3 0.3
H -7.91037 5.73500 -16.29330 -0.1 0.6 0.2
H -6.23982 5.73739 -16.73638 0.0 0.2 -0.2
H -7.41207 4.86744 -14.11961 0.2 -0.1 0.0
H -6.04881 4.14504 -15.00908 -0.1 0.1 -0.1
C -8.46216 13.56517 -9.18518 1.4 0.8 0.4
C -7.38950 14.19605 -10.13804 -0.7 -0.5 -1.7
C -5.97988 13.65334 -10.07444 1.2 1.1 0.3
N -4.90418 14.29596 -11.09263 -0.9 0.4 -1.6
C -5.15280 13.69840 -12.49715 2.1 -1.9 1.3
C -3.41760 14.19127 -10.59875 -1.1 -1.1 -0.2
C -2.63322 15.21461 -11.37081 2.0 -0.6 1.5
C -3.50593 16.34760 -11.67542 -2.8 0.6 -0.3
C -4.94294 15.79248 -11.35867 -1.7 0.3 0.6
H -8.63865 12.50185 -9.34732 0.0 0.2 -0.2
H -9.37893 14.15428 -9.20943 0.0 -0.2 -0.4
H -8.10006 13.72392 -8.16941 0.0 -0.3 0.3
H -7.41299 15.28568 -10.12205 0.0 0.0 0.4
H -7.67250 13.92086 -11.15406 -0.6 0.2 -0.3
H -5.96141 12.59493 -10.33428 0.2 0.0 0.3
H -5.54749 13.90444 -9.10589 0.2 -0.5 0.1
H -6.11722 13.61489 -12.99816 -0.4 1.5 0.7
H -4.98300 12.63268 -12.34381 0.7 -0.1 -0.2
H -4.34315 14.13135 -13.08463 -0.4 -0.2 -0.4
H -3.04199 13.17735 -10.73654 -0.3 0.1 0.1
H -3.45209 14.44381 -9.53898 -0.2 -0.1 0.0
H -2.05318 14.76649 -12.17756 -0.4 0.1 -0.3
H -1.92842 15.70342 -10.69819 0.7 -0.8 0.2
H -3.26275 16.71306 -12.67312 -0.9 0.1 -0.1
H -3.44374 17.18168 -10.97646 0.6 0.0 -0.2
H -5.74959 15.98958 -12.06477 0.3 0.0 -0.3
H -5.38102 16.14819 -10.42611 0.6 0.8 0.1
P -7.89966 9.59289 -11.52056 -4.7 -0.3 -1.6
F -8.18729 8.68051 -12.77463 1.2 -1.9 -1.1
F -6.31101 9.62816 -11.89198 -0.5 0.1 0.4
F -8.32188 10.84269 -12.56257 1.9 0.3 1.6
F -7.69262 10.40552 -10.21225 1.0 3.7 0.8
F -9.49424 9.45260 -11.22723 -0.6 1.2 0.2
F -7.84179 8.38272 -10.47397 2.3 -3.1 -0.2
P -2.33313 10.51910 -11.73745 -0.9 0.5 0.2
F -2.30015 11.90024 -12.65375 0.2 0.6 1.1
F -2.98820 9.88979 -13.03057 0.2 -1.7 -0.2
F -0.80548 10.28554 -12.24537 -0.2 -1.1 0.0
F -2.36430 9.07714 -10.87107 0.2 0.9 -1.3
F -1.72018 11.21805 -10.43237 0.2 0.6 0.2
F -3.80885 10.89676 -11.18116 0.3 -0.1 0.0

=====

# 3
67
Properties=species:S:1:pos:R:3:forces:R:3 method="wB97M-V/def2-TZVPD" spin_multiplicity=2 total_charge=+2 homo_energy_ev="-14.57 / -14.57"
Ru -0.48670 -0.26480 0.20890 -0.4 0.2 -5.0
C -0.97060 -0.17130 3.41660 -0.3 -0.1 0.1
N 0.20340 -0.01820 2.54780 -0.2 -0.1 -0.3
C 1.22970 -1.02370 2.88280 0.2 -0.3 0.0
C 1.84030 -1.74070 1.69500 0.2 -0.2 0.1
C 2.57110 -2.91110 1.88890 -0.1 0.2 0.0
C 3.09640 -3.57280 0.79240 -0.1 0.2 0.0
C 2.92330 -3.01880 -0.46790 0.0 0.2 0.2
C 2.21070 -1.84200 -0.57800 0.3 -0.1 -0.5
N 1.66310 -1.23100 0.47450 -1.7 0.5 0.5
C 0.70700 1.36250 2.64610 0.0 0.3 -0.1
C -0.15770 2.31130 1.84950 -0.1 0.4 0.3
C -0.80700 3.40700 2.40100 0.2 -0.1 -0.1
C -1.50490 4.27010 1.56510 0.1 -0.1 -0.2
C -1.49650 4.03710 0.19790 0.3 0.0 0.2
C -0.84260 2.91190 -0.27450 -0.1 0.2 -0.3
N -0.21860 2.06030 0.53530 -0.4 -1.6 0.5
C -1.87710 -1.28020 2.95220 0.0 -0.1 0.4
C -2.47080 -2.16480 3.84310 0.1 0.2 -0.2
C -3.40870 -3.07210 3.37280 0.0 0.1 -0.2
C -3.71870 -3.05880 2.02150 0.1 0.1 0.2
C -3.05000 -2.17340 1.19400 -0.3 -0.1 -0.4
N -2.14650 -1.30840 1.64290 1.4 0.5 -0.3
H -0.67390 -0.33250 4.46180 0.0 0.1 -0.1
H -1.55300 0.75610 3.38000 0.1 0.0 0.0
H 2.03370 -0.54190 3.45570 -0.1 -0.1 0.0
H 0.79150 -1.79540 3.52680 0.0 0.2 0.0
H 2.71620 -3.30080 2.88360 0.0 0.0 0.2
H 3.62420 -4.50560 0.91320 0.1 -0.1 0.1
H 3.32410 -3.48870 -1.34880 0.1 0.0 -0.1
H 2.07310 -1.37070 -1.54340 -0.2 -0.1 0.1
H 0.76190 1.69870 3.68970 0.1 -0.1 -0.1
H 1.71100 1.39510 2.21350 -0.1 0.0 0.1
H -0.75630 3.59570 3.46100 0.0 0.0 0.2
H -2.02970 5.12290 1.96610 0.0 0.1 0.1
H -1.97120 4.71040 -0.49660 -0.1 0.1 0.0
H -0.79670 2.70380 -1.33800 -0.1 -0.2 0.1
H -2.21520 -2.12510 4.89040 0.0 0.0 0.1
H -3.89910 -3.75460 4.05050 0.0 -0.1 0.0
H -4.46890 -3.71130 1.60810 -0.1 -0.1 -0.1
H -3.26680 -2.13780 0.13590 0.1 0.0 -0.1
C -1.14730 -4.21360 -1.87650 0.0 0.3 -0.1
C -0.64420 -3.45340 -0.82570 -0.2 -0.1 -0.1
N -0.75330 -2.15940 -1.12110 0.3 1.3 1.8
N -1.29720 -2.05500 -2.33890 -0.2 0.1 -0.3
C -1.54910 -3.27730 -2.81820 0.2 -0.4 0.3
B -1.58850 -0.69410 -3.01530 0.1 0.0 0.7
N -2.65030 0.02710 -2.15440 0.1 -0.1 -0.3
C -3.90550 0.34570 -2.48540 -0.2 0.3 0.4
C -4.50390 0.96710 -1.39970 0.2 -0.1 -0.2
C -3.51620 0.98780 -0.42290 -0.1 0.0 -0.1
N -2.41310 0.41420 -0.89640 1.6 -0.5 1.6
N -0.29180 0.13290 -2.99120 -0.2 -0.1 -0.3
C 0.37860 0.65570 -4.02650 0.4 0.2 0.2
C 1.50230 1.30410 -3.53790 -0.3 -0.2 0.0
C 1.43810 1.12800 -2.16020 0.1 0.1 -0.2
N 0.35330 0.42190 -1.85550 -0.4 -0.5 2.2
H -1.21390 -5.27960 -1.95170 0.0 -0.2 0.0
H -0.21380 -3.77020 0.10720 0.0 0.0 0.1
H -1.99220 -3.42250 -3.78270 0.0 0.1 -0.2
H -1.98070 -0.85350 -4.11230 -0.1 0.0 -0.3
H -4.30290 0.12310 -3.45290 0.0 -0.1 -0.3
H -5.50410 1.33600 -1.33950 -0.3 0.2 0.0
H -3.54060 1.39280 0.57150 0.0 0.0 0.2
H 0.03750 0.54140 -5.03550 -0.2 -0.1 -0.2
H 2.24950 1.82150 -4.10040 0.2 0.1 -0.1
H 2.11760 1.47190 -1.40470 0.0 0.0 0.2

=====

What did we get for energy above the lowest of the compared OMol25 structures with the same formula, charge and spin? Answer: 0.976, 8.090, 1.987 eV, in the order shown.